No. 1
C10H11NO2S | ωB97M-V/def2-TZVPD

Geometry as XYZ:
```
25
C10H11NO2S ωB97M-V/def2-TZVPD
C -2.30 2.68 0.48
C -1.71 1.59 0.21
N -1.85 0.32 0.74
C -1.69 -0.76 0.19
C -1.85 -1.99 1.12
S -0.21 1.81 -1.05
O 0.45 3.02 -0.78
O -0.69 1.78 -2.39
C 1.03 0.55 -0.72
C 1.46 0.51 0.59
C 2.32 -0.49 1.00
C 2.72 -1.50 0.16
C 2.35 -1.40 -1.24
C 1.49 -0.43 -1.61
H -2.02 3.54 -0.13
H -3.13 2.77 1.21
H -1.47 -0.86 -0.92
H -2.47 -1.65 1.86
H -0.91 -2.17 1.53
H -2.19 -2.96 0.64
H 1.06 1.39 1.21
H 2.50 -0.70 2.02
H 3.23 -2.39 0.50
H 2.63 -2.33 -1.89
H 1.22 -0.36 -2.71
```

Computed properties:
HOMO energy (Eh): -0.342
Multiplicity: 1
SMILES: C=C(/N=C/C)S(=O)(=O)c1ccccc1
E_LUMO (eV): 0.23
Relative energy (zero: lowest compared OMol25 entry of this formula, charge and spin) (kcal/mol): 49.3
HOMO-LUMO gap (eV): 9.5289
Calculated total energy (eV): -26965.247


No. 2
C10H11NOS | ωB97M-V/def2-TZVPD

Geometry as XYZ:
```
24
C10H11NOS ωB97M-V/def2-TZVPD
O 2.81 2.10 -0.20
C 2.52 0.99 0.12
C 3.04 -0.23 -0.71
S 1.62 -1.20 -1.42
C 0.48 -1.26 0.00
C -0.78 -0.49 -0.28
C -0.87 0.77 -0.86
C -2.09 1.42 -0.94
C -3.25 0.87 -0.49
C -3.22 -0.35 0.16
C -2.03 -1.02 0.21
C 1.17 -0.72 1.29
N 1.66 0.62 1.16
H 3.67 0.19 -1.51
H 3.70 -0.88 -0.10
H 0.21 -2.30 0.18
H 0.06 1.26 -1.19
H -2.05 2.40 -1.42
H -4.21 1.35 -0.66
H -4.15 -0.77 0.56
H -1.94 -1.94 0.80
H 1.99 -1.41 1.53
H 0.40 -0.78 2.09
H 1.26 1.39 1.68
```

Computed properties:
HOMO energy (Eh): -0.322
Multiplicity: 1
SMILES: O=C1CS[C@H](c2ccccc2)CN1
E_LUMO (eV): 0.67
Relative energy (zero: lowest compared OMol25 entry of this formula, charge and spin) (kcal/mol): 0.0
HOMO-LUMO gap (eV): 9.4167
Calculated total energy (eV): -24921.572


Which value of HOMO energy does entry 2 give? -0.322 Eh


The highest HOMO energy belongs to which entry? C10H11NOS